100
Properties=species:S:1:pos:R:3 method="wB97M-V/def2-TZVPD" total_charge=+1 e_tot_ev=-87344.044 s2=3.8985 spin_multiplicity=4 de_lowest_ev=0.000 gap_ha="0.2091 / 0.2097"
Cr -1.151 -0.835 -0.850
C -2.967 -1.099 0.252
C -3.200 -1.260 -1.160
C -1.629 -2.849 -0.494
C -2.010 -2.088 0.670
C -2.386 -2.356 -1.624
C -3.801 -0.272 1.166
H -4.284 0.552 0.625
H -3.197 0.136 1.992
H -4.593 -0.895 1.613
C -1.778 -2.506 2.083
H -1.925 -1.662 2.776
H -0.758 -2.889 2.219
H -2.487 -3.310 2.356
C -0.844 -4.106 -0.464
H -1.483 -4.944 -0.148
H -0.015 -4.024 0.248
H -0.438 -4.334 -1.456
C -2.521 -3.027 -2.949
H -3.410 -3.679 -2.979
H -1.643 -3.640 -3.183
H -2.631 -2.285 -3.750
C -4.317 -0.616 -1.902
H -5.262 -1.149 -1.712
H -4.134 -0.596 -2.984
H -4.443 0.419 -1.564
C 0.203 0.508 0.267
C -0.935 1.290 0.041
C -1.188 2.206 -1.111
C -0.456 1.804 -2.408
C -0.546 0.340 -2.717
C 0.400 -0.652 -2.435
C 1.648 -0.475 -1.621
C 1.514 0.550 -0.487
H -0.929 3.253 -0.875
H 0.584 2.159 -2.371
H -2.273 2.213 -1.314
H 1.729 1.560 -0.864
H 0.279 0.031 1.253
H -1.620 1.428 0.883
H 2.308 0.326 0.239
H 1.914 -1.452 -1.185
H 0.375 -1.580 -3.020
H 2.506 -0.192 -2.252
H -0.947 2.344 -3.231
H -1.310 0.108 -3.470
P 4.297 0.812 -3.846
P 4.953 -1.511 -5.640
C 5.732 1.120 -5.019
C 6.296 -0.202 -5.521
H 6.498 1.692 -4.479
H 5.373 1.746 -5.849
H 6.771 -0.092 -6.504
H 7.054 -0.598 -4.831
C 6.143 -2.847 -6.118
H 5.580 -3.755 -6.367
H 6.799 -3.054 -5.259
H 6.764 -2.556 -6.980
C 4.347 -1.077 -7.338
H 5.185 -0.869 -8.017
H 3.686 -0.201 -7.282
H 3.774 -1.934 -7.720
C 5.233 1.135 -2.288
H 4.536 1.159 -1.439
H 5.782 2.084 -2.356
H 5.952 0.320 -2.130
C 3.433 2.403 -4.156
H 3.058 2.395 -5.189
H 4.111 3.255 -4.026
H 2.575 2.498 -3.479
C -4.390 -1.007 5.050
C -3.345 -0.993 6.166
C -2.541 -2.288 6.105
C -2.462 0.262 6.221
C -2.104 0.741 7.466
C -1.266 1.844 7.618
C -0.810 2.532 6.491
C -1.204 2.164 5.220
C -0.854 2.981 3.980
C -2.097 3.519 3.270
C 0.109 4.128 4.288
C -1.914 0.898 5.035
O -1.980 0.372 3.890
H -3.892 -1.065 4.070
H -5.008 -0.103 5.079
H -5.043 -1.878 5.178
H -3.885 -0.979 7.125
H -1.987 -2.349 5.160
H -1.831 -2.357 6.933
H -3.217 -3.150 6.166
H -2.514 0.231 8.343
H -1.001 2.187 8.614
H -0.141 3.391 6.613
H -0.344 2.290 3.292
H -2.650 4.196 3.938
H -1.806 4.088 2.376
H -2.767 2.712 2.964
H 1.018 3.753 4.771
H 0.397 4.626 3.356
H -0.356 4.875 4.950